(1)
This record from OMol25 describes C12H21N4O3PdS as an isolated structure. The level of theory is the ωB97M-V functional and the def2-TZVPD basis.

Structure (XYZ):
```
42
Properties=species:S:1:pos:R:3:nbo_charge:R:1
Pd 1.42 -0.97 -1.18 0.949
C -0.23 1.14 0.10 -0.278
C 0.25 0.54 1.42 -0.254
N 0.86 -0.81 1.28 -0.682
C 2.14 -0.98 1.98 -0.249
C 3.32 -1.05 1.00 -0.240
N 3.08 -0.21 -0.21 -0.572
C 3.00 1.25 0.05 -0.253
C 1.98 1.91 -0.86 -0.249
N 0.76 1.07 -1.01 -0.574
H -0.53 2.18 0.26 0.253
H -1.10 0.61 -0.24 0.269
H -0.62 0.51 2.08 0.265
H 0.97 1.20 1.90 0.192
H 0.19 -1.51 1.56 0.412
H 2.14 -1.89 2.57 0.240
H 2.29 -0.16 2.69 0.208
H 3.44 -2.08 0.63 0.216
H 4.25 -0.77 1.48 0.231
H 3.85 -0.38 -0.86 0.411
H 3.98 1.71 -0.10 0.240
H 2.75 1.39 1.10 0.222
H 2.40 2.07 -1.85 0.224
H 1.70 2.89 -0.45 0.237
H 0.28 1.35 -1.86 0.419
N -0.19 -1.76 -2.19 -0.787
C -1.44 -1.33 -1.59 0.149
C -1.79 -1.87 -0.36 -0.292
C -2.76 -1.24 0.40 -0.191
C -3.35 -0.08 -0.08 -0.283
C -3.10 0.36 -1.38 -0.164
C -2.13 -0.27 -2.15 -0.304
S -4.33 0.96 1.03 2.431
O -5.58 1.12 0.32 -0.969
O -4.37 0.19 2.25 -0.997
O -3.48 2.13 1.07 -1.018
H -0.15 -1.47 -3.16 0.413
H -0.12 -2.77 -2.16 0.412
H -1.26 -2.75 0.01 0.212
H -3.04 -1.58 1.39 0.271
H -3.62 1.24 -1.73 0.263
H -1.87 0.11 -3.13 0.220
```

Output
lowest unoccupied orbital energy (spin up / spin down)	-6.46 / -6.43	eV
relative energy (zero: lowest compared OMol25 entry of this formula, charge and spin)	0.0	kcal per mole
orbital gap (spin up / spin down)	4.1 / 4.1	eV
net charge	+1
M	407.8	g/mol
spin multiplicity	1

=====

(2)
This record from OMol25 describes C12H21N5O3 in the gas phase. The level of theory is the ωB97M-V functional and the def2-TZVPD basis.

Structure (XYZ):
```
41
Properties=species:S:1:pos:R:3:nbo_charge:R:1
N 2.90 2.27 0.55 -0.854
C 4.44 1.77 0.82 -0.199
C 4.81 0.44 0.34 -0.471
C 3.95 -0.59 0.47 -0.433
C 2.88 -0.35 -0.62 -0.397
C 1.64 -1.27 -0.77 -0.128
N 1.18 -1.78 -2.05 -0.865
C 0.45 -0.53 -0.09 0.686
O 0.63 0.65 0.54 -0.719
N -0.81 -1.09 -0.15 -0.587
C -1.99 -0.51 0.32 -0.202
C -3.01 -0.72 -0.80 -0.418
C -4.23 0.20 -0.54 0.095
C -5.12 -0.03 0.45 -0.111
N -6.10 0.93 0.21 -0.504
C -5.73 1.79 -0.73 0.141
N -4.43 1.42 -1.13 -0.478
C -2.32 -0.95 1.75 0.801
O -3.44 -1.32 2.12 -0.554
O -1.14 -1.07 2.53 -0.719
H 2.22 1.62 1.16 0.390
H 2.77 2.04 -0.56 0.327
H 5.01 2.69 0.30 0.207
H 4.52 2.01 2.06 0.177
H 5.92 0.42 0.70 0.221
H 4.99 0.83 -0.64 0.216
H 3.50 -0.57 1.39 0.207
H 4.13 -1.61 0.27 0.218
H 3.46 -0.65 -1.58 0.192
H 2.48 0.69 -0.68 0.230
H 1.77 -2.33 -0.44 0.221
H 1.80 -2.44 -2.39 0.372
H 0.63 -1.08 -2.77 0.382
H -1.02 -2.19 -0.58 0.431
H -1.75 0.60 0.23 0.275
H -3.19 -1.81 -1.04 0.218
H -2.52 -0.39 -1.77 0.238
H -5.30 -0.83 1.10 0.243
H -7.09 1.08 0.48 0.419
H -6.25 2.71 -0.91 0.203
H -0.60 -0.05 2.42 0.525
```

Output
lowest unoccupied orbital energy	0.31	eV
relative energy (zero: lowest compared OMol25 entry of this formula, charge and spin)	200.5	kcal per mole
SMILES	NCCCC[C@H](N)C(=O)N[C@@H](Cc1c[nH]cn1)C(=O)O
orbital gap	8.9	eV
M	283.3	g/mol
spin multiplicity	1

=====

(3)
This record from OMol25 describes C12H21NO in the gas phase. The level of theory is the ωB97M-V functional and the def2-TZVPD basis.

Structure (XYZ):
```
35
Properties=species:S:1:pos:R:3:nbo_charge:R:1
C 0.71 -1.82 -2.77 -0.606
C 0.34 -2.53 -1.47 -0.399
C 0.81 -1.71 -0.37 -0.042
C 0.61 -2.60 0.93 -0.395
C -0.87 -2.68 1.39 -0.393
C -1.49 -1.32 1.41 -0.411
C -1.41 -0.49 0.12 -0.225
N 0.02 -0.45 -0.35 -0.460
C 0.56 0.84 -0.58 0.662
O 1.71 0.76 -0.96 -0.625
C -0.20 2.11 -0.40 -0.333
C 0.12 3.26 0.35 0.095
C 1.56 3.38 0.98 -0.669
C -0.78 4.40 0.47 -0.655
H 1.76 -1.89 -2.96 0.204
H 0.38 -0.77 -2.70 0.216
H 0.28 -2.33 -3.64 0.200
H -0.80 -2.69 -1.51 0.200
H 0.94 -3.45 -1.40 0.206
H 1.79 -1.53 -0.51 0.231
H 0.96 -3.63 0.82 0.212
H 1.15 -2.13 1.78 0.198
H -0.79 -3.08 2.34 0.207
H -1.47 -3.44 0.82 0.191
H -1.04 -0.79 2.23 0.198
H -2.53 -1.53 1.67 0.206
H -1.94 0.44 0.39 0.227
H -2.07 -0.96 -0.62 0.182
H -1.15 2.19 -0.80 0.204
H 1.85 2.62 1.78 0.232
H 1.77 4.37 1.49 0.211
H 2.29 3.26 0.22 0.245
H -1.86 4.32 0.08 0.228
H -0.84 4.51 1.65 0.224
H -0.37 5.37 0.12 0.233
```

Output
lowest unoccupied orbital energy	0.83	eV
relative energy (zero: lowest compared OMol25 entry of this formula, charge and spin)	62.0	kcal per mole
SMILES	CC[C@@H]1CCCCN1C(=O)C=C(C)C
orbital gap	9.5	eV
M	195.3	g/mol
spin multiplicity	1

=====

(4)
This record from OMol25 describes a 2-piece molecular cluster, C12H21NO4PS overall. The level of theory is the ωB97M-V functional and the def2-TZVPD basis.

Structure (XYZ):
```
40
Properties=species:S:1:pos:R:3:nbo_charge:R:1
C -5.48 2.48 -3.16 -0.626
C -5.40 0.90 -2.82 -0.537
S -3.65 0.36 -2.47 0.104
C -3.34 0.27 -0.63 -0.539
C -2.05 -0.67 -0.35 -0.619
C -0.85 0.06 -1.08 -0.047
C -0.20 1.30 -0.45 -0.245
C 0.90 1.85 -1.36 -0.292
C 1.21 1.18 -2.67 -0.070
N 0.67 0.02 -3.28 -0.438
C -0.33 -0.45 -2.41 -0.037
H -5.23 3.05 -2.21 0.208
H -6.56 2.67 -3.52 0.183
H -4.77 2.78 -4.00 0.210
H -6.09 0.69 -1.95 0.203
H -5.72 0.31 -3.76 0.203
H -3.07 1.33 -0.27 0.190
H -4.24 -0.06 -0.03 0.198
H -2.22 -1.72 -0.77 0.156
H -0.50 1.75 0.54 0.230
H 1.47 2.78 -1.05 0.208
H 2.02 1.70 -3.30 0.170
H -0.86 -1.40 -2.80 0.192
C 2.05 -0.95 0.38 -0.256
O 1.99 -1.64 1.63 -0.807
P 2.82 -1.05 2.86 2.558
O 3.00 0.42 2.88 -1.107
O 4.19 -1.90 2.85 -0.822
C 5.10 -1.67 1.79 -0.256
O 2.05 -1.67 4.12 -0.790
C 2.61 -1.43 5.39 -0.256
H 1.30 -1.37 -0.28 0.224
H 1.83 0.11 0.51 0.221
H 3.03 -1.07 -0.07 0.156
H 5.07 -0.63 1.45 0.199
H 4.87 -2.34 0.96 0.182
H 6.11 -1.89 2.15 0.184
H 2.70 -0.36 5.58 0.194
H 3.60 -1.90 5.47 0.180
H 1.96 -1.87 6.15 0.190
```

Output
lowest unoccupied orbital energy	2.71	eV
orbital gap	5.0	eV
net charge	-1
M	306.3	g/mol
spin multiplicity	1

=====

Which of these has the lowest M? C12H21NO